1.
22
Properties=species:S:1:pos:R:3:forces:R:3 method="wB97M-V/def2-TZVPD" max_force_ev_per_a=3.8 multiplicity=2 charge=-2 orbital_gap_ev="1.8380 / 7.6861" e_above_lowest_kcal_mol=13.6 total_energy_ha=-478.28168
O 3.315059 1.818390 -0.537813 -0.94 -0.54 1.46
O 1.171015 0.092106 0.159363 -0.88 0.31 -1.70
O 2.167819 -2.297804 -0.395335 0.56 0.24 0.42
O 1.332483 0.424470 2.716510 3.50 -1.48 -0.26
N -3.799641 -0.230792 -0.093633 0.78 -0.11 -0.25
C 0.085937 0.249008 -0.803888 0.34 -0.40 0.32
C -2.606230 0.411188 -0.688826 0.94 0.44 2.05
C -1.246526 -0.276219 -0.269090 -0.28 -1.27 0.64
H -1.296145 -1.421574 -0.403315 -0.01 1.69 0.34
H 3.125214 -2.195330 -0.262264 -0.56 0.01 -0.13
H 1.250493 0.262476 1.704296 -0.84 0.41 0.20
H 3.728405 1.830761 0.352566 -0.31 0.05 -0.86
H -2.510721 1.392316 -0.204360 -0.11 0.13 -0.21
H -4.073600 -0.968636 -0.757411 -0.06 -0.11 0.41
H -2.788205 0.671982 -1.710294 0.18 -0.39 -0.86
H -1.077289 -0.038291 0.812291 -0.80 -0.62 -0.47
H 2.296130 0.026286 2.789037 -2.86 1.20 0.19
H 1.789510 -1.398666 -0.080637 -0.05 -0.10 -0.41
H 2.425436 1.339655 -0.297942 1.05 0.07 -0.53
H -3.437497 -0.669498 0.766662 -0.60 -0.05 -0.48
H 0.247540 -0.328607 -1.740825 0.56 0.55 0.25
H -0.099181 1.306784 -1.055082 0.39 -0.04 -0.11

=====

2.
14
Properties=species:S:1:pos:R:3:forces:R:3 method="wB97M-V/def2-TZVPD" max_force_ev_per_a=5.1 orbital_gap_ev=8.6187 smiles="[H]/N=C/N=C/NC(N)=S" e_above_lowest_kcal_mol=46.3 total_energy_ha=-735.07205
S -3.557878 -1.073319 -0.280953 1.96 1.21 0.06
N -2.157182 1.215552 0.064219 -0.70 0.05 -1.06
N -1.046448 -0.860065 0.563910 1.89 -1.64 -0.92
N 1.360311 -1.110773 0.199347 -1.53 1.73 0.91
N 3.718606 -0.675749 -0.305351 -4.37 2.50 0.83
C 0.245235 -0.411751 0.326757 3.15 0.37 -1.21
C -2.115607 -0.172845 0.056876 -3.45 0.72 0.51
C 2.473948 -0.225458 -0.099582 1.38 -1.43 -1.92
H 0.432071 0.678382 0.064117 -1.30 -0.92 0.68
H 2.074285 0.835407 -0.430807 1.28 -1.53 0.84
H -1.151721 -1.918961 0.476591 0.00 1.97 0.33
H -1.427067 1.873583 0.410492 -0.85 -1.24 -0.50
H 4.169347 0.196461 -0.622401 0.42 -0.56 0.11
H -3.017901 1.649541 -0.423217 2.14 -1.23 1.33

=====

3.
12
Properties=species:S:1:pos:R:3:forces:R:3 method="wB97M-V/def2-TZVPD" max_force_ev_per_a=4.6 orbital_gap_ev=8.4955 e_above_lowest_kcal_mol=13.9 total_energy_ha=-752.07572
F 0.388368 -2.188554 0.093798 0.59 0.84 -0.61
F -2.573699 -0.742850 -1.369983 -0.41 -0.75 -0.87
F 0.565081 -0.920636 -1.710662 0.87 -0.65 -0.76
F -1.714780 1.035210 -0.601067 -0.51 0.10 0.86
F -2.352606 -0.656405 0.735186 -0.70 0.43 1.21
O 0.850107 0.355935 1.687841 -0.14 -0.02 2.89
O 1.707205 1.144791 -0.471517 0.97 0.74 -0.40
C 0.490028 -0.941178 -0.414206 -4.06 0.52 1.38
C -1.823943 -0.298731 -0.396294 4.57 -0.07 -0.69
B 1.164715 0.288888 0.423249 -0.46 0.04 -2.37
H 1.100500 0.936953 2.431483 -0.01 -0.28 -1.24
H 2.199024 1.986578 -0.407829 -0.70 -0.89 0.61

=====

4.
56
Properties=species:S:1:pos:R:3:forces:R:3 method="wB97M-V/def2-TZVPD" max_force_ev_per_a=1.1 orbital_gap_ev=9.5414 smiles="CCOC(=O)C1(C[C@H]2CCCCO2)CCN(S(=O)(=O)c2ccc(C)s2)CC1" e_above_lowest_kcal_mol=0.0 total_energy_ha=-1968.73435
S 0.035462 1.507812 -4.199229 -0.61 -0.05 -0.05
S 1.446535 -1.151941 -3.996500 0.00 -0.10 0.06
O -0.174405 -0.469096 2.909511 0.18 0.08 -0.02
O 2.453329 -0.400050 -4.683462 -0.09 0.28 0.17
O -0.822113 1.226146 0.752565 0.18 0.34 -0.04
O 1.133530 -2.476777 -4.432655 -0.26 -0.05 0.28
O -1.413252 -0.872653 0.230811 -0.25 -0.06 -0.06
N 1.883963 -1.246707 -2.399775 -0.11 -0.08 -1.08
C 1.962883 -0.258458 4.030475 -0.21 -0.38 -0.12
C -1.332644 -0.639951 -3.879155 0.25 -0.18 -0.05
C 1.378191 0.650181 -0.917570 0.08 -0.13 -0.08
C -0.054524 -0.202592 -4.033985 0.66 -0.08 -0.09
C -0.715010 -1.239571 3.957023 -0.24 -0.06 0.40
C -0.088835 -0.873927 5.302857 0.08 -0.18 -0.31
C -2.268332 0.417707 -3.891231 0.12 0.20 0.00
C 0.936081 -0.264842 0.250640 -0.08 0.07 0.25
C 0.950933 -2.001759 -1.582330 -0.38 -0.72 0.23
C -2.846769 1.913528 -0.411761 0.27 -0.17 0.27
C -0.566699 -0.042372 0.435549 0.30 -0.28 -0.28
C 2.412766 -0.042338 -1.798858 0.18 0.66 0.17
C 1.189470 -1.739256 -0.102164 -0.22 0.17 -0.20
C -1.692580 1.642454 -4.050524 0.50 -0.18 0.04
C 1.425631 -1.053188 5.219830 -0.07 0.27 0.03
C -2.362400 2.967302 -4.133264 0.07 0.09 -0.13
C 1.667781 0.135743 1.542388 -0.45 -0.29 0.17
C 1.217556 -0.675479 2.757017 0.62 0.32 0.03
C -2.193344 1.580512 0.922545 -0.47 0.00 -0.05
H -0.320801 0.168523 5.528777 -0.06 0.03 0.05
H -3.873232 2.229086 -0.248356 -0.14 0.06 0.00
H 2.742848 0.009082 1.404885 0.07 0.02 -0.02
H 3.298342 -0.303211 -1.209526 0.01 0.06 -0.09
H 1.458480 1.186722 1.746534 0.10 0.06 0.01
H -1.584290 -1.679994 -3.783622 -0.04 -0.22 0.03
H 1.659888 -2.112256 5.084375 0.04 -0.05 0.04
H 2.211740 -2.016602 0.156108 0.07 -0.02 0.08
H 1.800952 0.807924 4.198971 0.03 0.09 -0.05
H -1.816919 3.711680 -3.557629 -0.06 0.12 0.07
H 1.899535 -0.718116 6.144030 0.04 -0.09 0.02
H -2.844183 1.036410 -1.054199 -0.02 -0.04 -0.06
H 1.787568 1.581794 -0.527488 -0.04 0.07 -0.01
H 1.402380 -1.749661 2.584046 -0.03 0.05 0.01
H 3.032005 -0.432660 3.903401 0.06 0.05 -0.04
H -2.302345 2.713737 -0.907296 0.03 0.11 -0.07
H -2.184645 2.448199 1.585268 0.01 -0.12 -0.03
H -0.512273 -1.502609 6.086681 -0.07 0.01 0.04
H 2.731587 0.603077 -2.619152 0.14 0.07 0.24
H -0.085094 -1.733432 -1.824642 0.02 -0.06 0.11
H 0.498187 -2.363312 0.464131 0.11 -0.05 0.00
H -2.712869 0.747380 1.405310 0.07 0.16 0.00
H -3.379760 2.896381 -3.756659 -0.05 0.03 0.04
H -1.787811 -1.035802 3.951694 0.05 -0.11 0.01
H -0.556966 -2.310300 3.751808 -0.04 0.06 -0.01
H -3.328414 0.270679 -3.786539 -0.22 0.03 0.01
H 1.090737 -3.058009 -1.822340 -0.14 0.06 0.13
H 0.510952 0.905556 -1.529753 0.05 0.07 -0.01
H -2.398803 3.309306 -5.167565 -0.06 0.07 -0.03